# 1
ORCA calculation (ωB97M-V/def2-TZVPD) on a cluster of 3 separate species, C26H54IN5O10P3 in total at a distorted geometry.

Values from the calculation:
DFT total energy: -3370.2310 Ha
Total charge: +1

Last column: Mulliken charge in e.
Geometry (Å):
C (-0.82361, 2.41833, 6.01639)  -0.787
C (-0.90601, 1.48589, 4.82945)  -0.136
N (-1.95238, 1.54749, 3.75444)  0.637
C (-3.18244, 0.76158, 3.41430)  0.026
N (-3.64534, -0.32848, 4.08843)  0.484
C (-4.91357, -0.98565, 3.50020)  -0.911
C (-4.70806, -1.54650, 1.97398)  -0.216
C (-5.08014, -3.12765, 1.75488)  0.401
N (-4.28087, -3.85784, 0.65471)  -0.631
O (-6.02523, -3.82178, 2.39720)  -0.489
C (-3.09240, -0.97935, 5.32610)  -0.783
C (-3.48036, -0.15414, 6.72280)  -0.152
C (-3.81989, -1.19980, 7.96627)  -1.054
I (-5.24963, 1.13174, 6.50164)  0.063
N (-3.66432, 1.52279, 2.19964)  -0.318
C (-2.76939, 2.67033, 1.78583)  0.061
P (-3.03335, 3.81240, 0.27847)  0.167
C (-4.40202, 5.05424, 0.85006)  -0.940
C (-3.93341, 2.74913, -1.07478)  -0.876
N (-1.69655, 2.60456, 2.85078)  0.136
C (-0.54871, 3.60959, 2.84102)  -0.522
C (0.86382, 3.00367, 2.24245)  0.269
O (2.03559, 3.09479, 2.92999)  -0.514
H (0.21940, 2.89097, 6.34518)  0.309
H (-1.74785, 2.71138, 6.68944)  0.250
H (-0.05570, 0.65354, 4.77938)  0.158
H (-5.26009, -1.85627, 4.23975)  0.435
H (-5.78799, -0.18870, 3.53634)  0.356
H (-3.61176, -1.37967, 1.57048)  0.111
H (-5.43802, -0.90218, 1.28351)  0.249
H (-3.27473, -3.70462, 0.96643)  0.296
H (-4.39630, -3.20609, -0.17826)  0.330
H (-1.90679, -1.06869, 5.34120)  0.193
H (-3.48984, -2.08782, 5.50726)  0.545
H (-2.59107, 0.53779, 7.09018)  0.157
H (-4.40466, -0.62790, 8.81775)  0.359
H (-2.85017, -1.65261, 8.45617)  0.314
H (-4.53018, -2.05931, 7.59440)  0.336
H (-5.32993, 4.40813, 1.23084)  0.284
H (-4.73318, 5.73633, -0.04184)  0.367
H (-3.94638, 5.62735, 1.76630)  0.285
H (-3.21657, 1.95836, -1.57504)  0.293
H (-4.87643, 2.17711, -0.62742)  0.260
H (-4.38834, 3.50705, -1.87285)  0.339
H (-0.38269, 4.15041, 3.87523)  0.290
H (-0.87354, 4.47215, 2.08435)  0.360
H (0.89320, 2.51903, 1.17006)  0.239
O (1.20912, -0.79449, -0.78457)  -0.611
P (2.01924, -2.11396, -0.76926)  1.167
O (0.80173, -3.03003, -1.41957)  -0.382
C (0.54598, -2.92207, -2.80454)  -0.233
C (1.51853, -3.77642, -3.59107)  -1.042
O (1.65120, -2.44386, 0.82268)  -0.359
C (1.67141, -1.39472, 1.77874)  -0.644
C (0.24893, -1.03831, 2.16913)  -0.348
O (2.92437, -3.58819, -0.75216)  -0.331
C (3.93614, -3.75784, 0.22642)  -0.157
C (3.51781, -4.86937, 1.17501)  -1.129
H (0.59526, -1.87391, -3.12694)  0.237
H (-0.47530, -3.27756, -2.97641)  0.373
H (2.53689, -3.38577, -3.50081)  0.231
H (1.24813, -3.79573, -4.65094)  0.419
H (1.53190, -4.80197, -3.20906)  0.275
H (2.21611, -0.52059, 1.40495)  0.257
H (2.21250, -1.75616, 2.65894)  0.422
H (-0.34188, -0.73883, 1.30035)  0.288
H (0.23615, -0.22283, 2.89710)  -0.218
H (-0.25474, -1.90751, 2.60612)  0.342
H (4.13395, -2.82560, 0.76415)  0.248
H (4.85659, -4.04586, -0.29060)  0.396
H (2.58890, -4.62076, 1.69698)  0.221
H (4.29290, -5.06194, 1.92127)  0.385
H (3.32210, -5.79406, 0.62069)  0.332
O (5.47362, 0.08466, -4.94607)  -0.689
P (4.46088, 1.24443, -5.10991)  1.052
O (3.26145, 0.50308, -4.24033)  -0.261
C (3.37023, 0.47724, -2.83224)  0.630
C (2.89714, 1.78873, -2.24014)  -1.070
O (3.94065, 0.71839, -6.60363)  -0.352
C (4.88788, 0.24510, -7.54909)  -0.305
C (4.77535, -1.26370, -7.66638)  -1.203
O (3.32938, 2.54023, -5.29296)  -0.373
C (3.41390, 3.36414, -6.44366)  -0.176
C (2.17321, 3.14552, -7.29408)  -1.124
H (4.40194, 0.25887, -2.52743)  0.335
H (2.73470, -0.33787, -2.47082)  -0.816
H (3.57016, 2.60483, -2.52095)  0.434
H (2.86090, 1.73042, -1.14831)  0.247
H (1.90224, 2.04812, -2.61532)  0.260
H (5.90622, 0.55249, -7.28638)  0.351
H (4.65405, 0.70534, -8.51432)  0.357
H (4.93456, -1.75344, -6.70288)  0.272
H (5.50395, -1.65552, -8.38104)  0.392
H (3.77026, -1.54549, -7.99889)  0.292
H (4.32843, 3.16720, -7.01127)  0.265
H (3.44794, 4.40510, -6.10790)  0.365
H (2.09881, 2.10785, -7.63301)  0.246
H (2.17858, 3.79651, -8.17210)  0.381
H (1.26749, 3.34505, -6.71058)  0.321

Atoms 1-3, force components in eV/Å:
C -0.5 -2.0 -2.5
C 1.3 1.7 3.7
N -0.5 -1.2 1.3


# 2
ORCA calculation (ωB97M-V/def2-TZVPD) on a cluster of 2 separate species, C3H5BrS in total at a distorted geometry.

Values from the calculation:
DFT total energy: -3089.3313 Ha
ΔE to the lowest compared entry with this formula, charge and spin: 41.5 kJ/mol
Spin multiplicity: 3

Last column: Löwdin spin population.
Geometry (Å):
C (-1.07596, 0.22999, 0.61982)  0.011
C (-0.32577, 1.24313, 0.85703)  0.005
C (1.16001, -0.86586, -1.05193)  0.657
S (2.64856, -1.02880, -0.60031)  1.091
Br (-0.06682, -2.50586, -1.20716)  0.186
H (-2.14001, 0.33680, 0.55637)  0.001
H (-0.79931, -0.71207, 0.25710)  0.006
H (0.71880, 1.17864, 0.81809)  0.001
H (-0.82437, 2.16011, 1.12853)  0.000
H (0.70489, -0.03608, -1.37755)  0.042

Atoms 1-3, force components in eV/Å:
C -2.3 -1.1 -0.9
C 0.0 1.8 0.7
C -2.8 -3.8 -0.3


# 3
ORCA calculation (ωB97M-V/def2-TZVPD) on a structure of composition C21H26ClNOP2Ti at a distorted geometry.

Values from the calculation:
DFT total energy: -2937.9499 Ha
Total charge: +1
ΔE to the lowest compared entry with this formula, charge and spin: 0.0 kJ/mol
Spin multiplicity: 2

Last column: Löwdin spin population.
Geometry (Å):
C (-1.53857, 3.32421, -3.75531)  0.001
C (-1.35485, 2.02296, -3.28486)  0.002
C (-0.04970, 1.47226, -3.28634)  0.000
C (1.06721, 2.27935, -3.65784)  0.000
C (0.84236, 3.62944, -4.04052)  0.000
C (-0.44765, 4.12589, -4.12431)  0.000
C (2.33404, 1.67987, -3.65710)  -0.002
C (2.45654, 0.28450, -3.68931)  0.002
C (1.29866, -0.49844, -3.37996)  0.002
C (1.40199, -1.91452, -3.29413)  0.001
C (2.62725, -2.52573, -3.56075)  0.005
C (3.76078, -1.75776, -3.85877)  0.001
C (3.69254, -0.37723, -3.90181)  0.003
H (-2.55465, 3.71759, -3.81669)  0.000
H (1.71553, 4.22299, -4.32098)  0.000
H (-0.62222, 5.14405, -4.47323)  0.000
H (3.21986, 2.29349, -3.80663)  0.000
H (2.69142, -3.61651, -3.51731)  0.000
H (4.70525, -2.25940, -4.05668)  0.000
H (4.56072, 0.25112, -4.11306)  0.000
N (0.19170, 0.16866, -2.85873)  0.010
Ti (-0.08818, -0.20286, -0.78907)  0.790
C (-2.52377, 1.21698, -2.76420)  0.001
H (-2.59388, 0.24724, -3.27967)  0.001
H (-3.45267, 1.78249, -2.90986)  0.000
C (0.22605, -2.75970, -2.84092)  0.001
H (-0.69743, -2.50252, -3.37840)  0.001
H (0.45527, -3.81874, -3.00715)  0.000
P (-2.39999, 0.82720, -0.95184)  0.039
P (-0.18650, -2.62923, -1.03937)  0.046
C (1.19746, -3.48816, -0.21636)  -0.001
H (1.01747, -3.49039, 0.86810)  0.000
H (1.27462, -4.52575, -0.57232)  -0.001
H (2.14279, -2.96490, -0.40975)  0.000
C (-1.62360, -3.69478, -0.73852)  0.021
H (-1.41326, -4.71615, -1.08909)  0.003
H (-1.85097, -3.71341, 0.33717)  0.000
H (-2.49367, -3.29124, -1.27511)  0.001
C (-2.43842, 2.51330, -0.23235)  0.010
H (-3.37372, 3.02513, -0.50482)  0.001
H (-2.37097, 2.43049, 0.86112)  0.000
H (-1.58880, 3.10188, -0.60134)  0.001
C (-4.04265, 0.19144, -0.49500)  0.008
H (-4.18266, 0.26430, 0.59090)  0.000
H (-4.82840, 0.77072, -1.00010)  0.001
H (-4.13102, -0.86117, -0.79061)  0.000
C (1.69884, 0.92478, -0.72641)  0.032
O (1.96538, -0.18982, -0.20056)  0.007
H (2.41873, 1.63313, -1.22332)  0.007
Cl (-1.70390, -1.12266, 1.99615)  0.004
C (-0.37204, -0.21054, 1.30008)  -0.002
H (-0.43311, 0.86031, 1.55096)  0.006
H (0.57100, -0.63887, 1.67229)  0.000

Atoms 1-3, force components in eV/Å:
C 0.0 -1.1 0.5
C -0.5 0.5 0.3
C 0.9 -1.0 0.6


# 4
ORCA calculation (ωB97M-V/def2-TZVPD) on the molecule C23H27N3O5S at a distorted geometry.

Values from the calculation:
DFT total energy: -1831.3694 Ha
SMILES: Cc1ccc(CCNC(=O)C2CCN(S(=O)(=O)c3ccc4c(c3)oc(=O)n4C)CC2)cc1
ΔE to the lowest compared entry with this formula, charge and spin: 112.6 kJ/mol

Last column: Mulliken charge in e.
Geometry (Å):
C (-1.47588, 1.13950, 3.55346)  -1.564
C (-1.65730, 1.72615, 2.18813)  0.807
C (-2.89461, 1.68925, 1.55772)  -0.596
C (-3.05500, 2.18780, 0.27763)  -0.588
C (-1.98323, 2.73398, -0.41558)  0.861
C (-2.14389, 3.23143, -1.82563)  -1.468
C (-1.51442, 2.26156, -2.83621)  -0.773
N (-2.06727, 0.93303, -2.71176)  -0.074
C (-1.31823, -0.14287, -2.38224)  0.136
O (-0.10663, -0.09477, -2.31896)  -0.654
C (-2.15860, -1.38726, -2.09251)  0.255
C (-2.80015, -1.23496, -0.70651)  -1.419
C (-1.70474, -1.22287, 0.35286)  -0.342
N (-0.98989, -2.47641, 0.31017)  -0.110
S (-0.01564, -2.78475, 1.62492)  1.340
O (-0.66076, -2.21958, 2.77676)  -0.728
O (0.28594, -4.18327, 1.62399)  -0.744
C (1.50308, -1.88329, 1.29870)  -0.521
C (1.53714, -0.52318, 1.54917)  0.180
C (2.65541, 0.23271, 1.22936)  -1.007
C (3.72172, -0.43491, 0.65457)  0.777
C (3.67512, -1.81900, 0.41632)  0.729
C (2.56471, -2.56965, 0.72742)  -0.810
O (4.85397, -2.21336, -0.14285)  -0.476
C (5.64893, -1.11363, -0.26755)  0.405
O (6.75543, -1.11078, -0.72236)  -0.601
N (4.95798, -0.02161, 0.22095)  -0.007
C (5.49151, 1.31179, 0.24132)  -1.015
C (-0.33862, -2.73429, -0.95826)  -0.446
C (-1.34289, -2.68376, -2.10848)  -1.491
C (-0.74888, 2.78694, 0.21837)  -0.561
C (-0.59240, 2.29880, 1.50209)  -0.316
H (-2.36731, 1.28708, 4.15897)  0.466
H (-1.29894, 0.06365, 3.48015)  0.210
H (-0.62611, 1.58871, 4.06281)  0.336
H (-3.74213, 1.26441, 2.07606)  0.374
H (-4.03345, 2.16293, -0.18428)  0.309
H (-3.20501, 3.35206, -2.05656)  0.367
H (-1.65918, 4.20289, -1.93995)  0.409
H (-1.67331, 2.63495, -3.85420)  0.368
H (-0.44145, 2.16221, -2.65896)  0.378
H (-3.07162, 0.85331, -2.72794)  0.317
H (-2.94259, -1.45268, -2.85571)  0.539
H (-3.37601, -0.31164, -0.63490)  0.368
H (-3.46387, -2.08102, -0.52277)  0.479
H (-2.12876, -1.13391, 1.35221)  0.705
H (-1.03008, -0.37288, 0.17350)  0.224
H (0.67822, -0.06766, 2.01189)  0.267
H (2.69240, 1.29316, 1.41665)  0.481
H (2.50378, -3.63132, 0.56171)  0.533
H (6.49240, 1.26796, -0.18590)  0.363
H (5.54697, 1.68429, 1.26559)  0.317
H (4.86764, 1.97957, -0.35491)  0.324
H (0.10733, -3.72715, -0.88467)  0.477
H (0.44970, -1.99483, -1.14853)  0.347
H (-2.03226, -3.52547, -2.02431)  0.464
H (-0.79614, -2.76987, -3.04817)  0.396
H (0.09568, 3.22154, -0.29699)  0.414
H (0.37220, 2.37094, 1.98420)  0.584

Atoms 1-3, force components in eV/Å:
C 0.0 -0.1 0.0
C 0.0 0.1 0.0
C 0.1 0.0 0.0


# 5
ORCA calculation (ωB97M-V/def2-TZVPD) on the molecule C4H8O2.

Values from the calculation:
DFT total energy: -307.6553 Ha
SMILES: CO[C@@H](C)C=O
ΔE to the lowest compared entry with this formula, charge and spin: 150.1 kJ/mol

Last column: Mulliken charge in e.
Geometry (Å):
C (-1.78108, -0.84666, -0.06333)  -0.697
O (-0.79983, -0.06601, -0.71019)  -0.390
C (0.44559, -0.09974, -0.04953)  0.533
C (1.46671, 0.57930, -0.95748)  -1.345
C (0.35769, 0.65544, 1.26950)  -0.169
O (0.80486, 0.24954, 2.31444)  -0.468
H (-2.70156, -0.75144, -0.64229)  0.264
H (-1.48655, -1.90591, -0.02404)  0.293
H (-1.97263, -0.50196, 0.96443)  0.301
H (0.74651, -1.13405, 0.18192)  0.289
H (1.78369, -0.10011, -1.75222)  0.308
H (1.01043, 1.45950, -1.42073)  0.338
H (2.34874, 0.89616, -0.39205)  0.377
H (-0.14366, 1.64611, 1.18953)  0.367

Atoms 1-3, force components in eV/Å:
C -0.2 -0.2 0.1
O 0.0 0.0 0.0
C 0.2 0.0 0.0


# 6
ORCA calculation (ωB97M-V/def2-TZVPD) on the molecule C4H6F2S at a distorted geometry.

Values from the calculation:
DFT total energy: -753.8928 Ha
SMILES: C/C(F)=C(\F)CS
ΔE to the lowest compared entry with this formula, charge and spin: 46.3 kJ/mol

Last column: Mulliken charge in e.
Geometry (Å):
C (-1.92611, -0.64364, -0.70998)  -1.040
C (-0.81317, 0.24101, -0.24340)  0.515
F (-0.78551, 1.45581, -0.85236)  -0.270
C (0.19602, -0.14860, 0.57162)  0.367
F (0.11969, -1.41554, 1.05926)  -0.292
C (1.40752, 0.62764, 0.92875)  -0.729
S (2.87031, 0.06541, 0.10475)  -0.198
H (-1.76752, -1.66284, -0.38431)  0.306
H (-1.93632, -0.80477, -1.78487)  0.301
H (-2.96631, -0.50107, -0.32977)  0.283
H (1.70476, 0.41732, 1.94359)  0.307
H (1.22781, 1.69569, 0.78562)  0.325
H (2.66885, 0.67357, -1.08889)  0.125

Atoms 1-3, force components in eV/Å:
C -0.7 -1.0 0.4
C 0.4 -0.9 0.3
F 0.2 -0.1 0.5


# 7
ORCA calculation (ωB97M-V/def2-TZVPD) on the molecule C16H17ClN2O4S.

Values from the calculation:
DFT total energy: -1888.7554 Ha
SMILES: COc1ccc(CNC(=O)CNS(=O)(=O)c2ccc(Cl)cc2)cc1
ΔE to the lowest compared entry with this formula, charge and spin: 48.8 kJ/mol

Last column: Mulliken charge in e.
Geometry (Å):
C (-5.61706, -1.33188, 1.46786)  -0.867
O (-4.51736, -0.50698, 1.76580)  -0.442
C (-3.60636, -0.25599, 0.78662)  0.732
C (-3.67462, -0.74595, -0.51349)  -0.383
C (-2.68383, -0.42204, -1.42366)  -1.169
C (-1.61068, 0.38323, -1.07048)  0.472
C (-0.54590, 0.67570, -2.09975)  -0.938
N (0.34523, 1.74661, -1.71869)  -0.200
C (1.65360, 1.54687, -1.49706)  0.636
O (2.22250, 0.49144, -1.71091)  -0.604
C (2.41552, 2.74208, -0.92623)  -0.789
N (3.37942, 2.29345, 0.05370)  -0.372
S (2.69782, 1.47277, 1.35695)  1.298
O (3.60378, 1.62527, 2.45294)  -0.731
O (1.35762, 1.97163, 1.49101)  -0.593
C (2.65509, -0.26843, 0.93004)  0.051
C (1.44588, -0.91754, 0.78749)  -0.140
C (1.42751, -2.25563, 0.43631)  -0.841
C (2.62992, -2.91934, 0.24116)  0.360
Cl (2.61473, -4.58228, -0.20516)  -0.222
C (3.84640, -2.27079, 0.40577)  -0.764
C (3.85345, -0.93235, 0.75463)  -0.552
C (-1.54746, 0.87364, 0.23014)  -0.166
C (-2.53148, 0.55796, 1.14461)  -0.541
H (-6.19545, -1.39519, 2.38815)  0.244
H (-6.24155, -0.90132, 0.67826)  0.346
H (-5.29828, -2.33678, 1.17229)  0.344
H (-4.48985, -1.37701, -0.83027)  0.407
H (-2.74819, -0.80994, -2.43028)  0.402
H (-1.01918, 0.91991, -3.05861)  0.501
H (0.08575, -0.20786, -2.24507)  0.326
H (-0.07912, 2.61821, -1.44303)  0.311
H (2.94256, 3.27078, -1.72464)  0.350
H (1.74132, 3.42838, -0.41377)  0.401
H (4.12512, 1.74837, -0.35396)  0.355
H (0.52930, -0.37336, 0.94708)  0.609
H (0.49129, -2.77642, 0.31066)  0.503
H (4.76977, -2.80813, 0.25731)  0.424
H (4.78103, -0.40170, 0.90287)  0.455
H (-0.72461, 1.49733, 0.54926)  0.320
H (-2.48363, 0.93326, 2.15414)  0.469

Atoms 1-3, force components in eV/Å:
C -0.2 -0.1 -0.1
O 0.3 0.2 0.0
C 0.2 0.1 0.0